P.
# C6H14N2

A cluster of 2 separate species, C6H14N2 in total (ωB97M-V/def2-TZVPD, the Open Molecules 2025 dataset).

Properties
Charge: 0
Highest occupied orbital energy, eV: -7.802
Structure (SMILES): C=C(C)N.C=CNC
Spin multiplicity: 1
LUMO energy, eV: 0.91
Gap between HOMO and LUMO, eV: 8.71

```
22
Properties=species:S:1:pos:R:3:mulliken_charge:R:1
C 1.923 -0.333 1.459 -0.970
C 0.797 -0.463 2.156 0.887
C -0.290 0.573 2.125 -1.239
N 0.485 -1.605 2.964 -0.559
H 2.754 -1.042 1.390 0.269
H 2.048 0.579 0.860 0.214
H -0.510 0.914 3.160 0.400
H -1.209 0.152 1.742 0.356
H 0.005 1.455 1.493 0.164
H -0.513 -1.777 2.987 0.236
H 0.999 -2.446 2.718 0.232
C -0.405 2.301 -1.630 -0.998
C -0.619 0.943 -1.598 0.543
N -0.416 0.079 -2.651 -0.236
C -1.132 -1.216 -2.686 -0.821
H -0.430 2.821 -2.610 0.218
H -0.223 2.829 -0.731 0.266
H -0.899 0.488 -0.654 -0.066
H -0.279 0.539 -3.552 0.238
H -0.522 -1.930 -3.228 0.296
H -1.193 -1.552 -1.656 0.291
H -2.160 -1.172 -3.068 0.277
```

***

Q.
# C6H14N2

An isolated molecule of C6H14N2 (ωB97M-V/def2-TZVPD, the Open Molecules 2025 dataset).

Properties
Charge: 0
Highest occupied orbital energy, eV: -8.988
Structure (SMILES): [H]/N=C/NCCCCC
Spin multiplicity: 1
LUMO energy, eV: 1.01
Gap between HOMO and LUMO, eV: 10.00

```
22
Properties=species:S:1:pos:R:3:mulliken_charge:R:1
H -1.421 -5.088 -1.222 0.233
N -1.443 -4.413 -0.508 -0.665
C -1.056 -3.215 -0.891 0.164
N -1.229 -2.185 0.038 -0.219
C -0.115 -1.166 0.082 -0.772
C -0.773 0.324 0.201 -0.367
C 0.259 1.157 1.028 -0.804
C 1.367 1.858 0.277 -0.595
C 1.000 3.136 -0.342 -1.243
H -0.660 -2.830 -1.861 0.286
H -1.558 -2.434 0.993 0.284
H 0.301 -1.121 -0.950 0.280
H 0.719 -1.245 0.737 0.291
H -1.744 0.232 0.708 0.337
H -0.740 0.802 -0.913 0.164
H -0.305 2.026 1.658 0.287
H 0.681 0.524 1.822 0.493
H 2.139 1.970 1.019 0.336
H 1.951 1.176 -0.260 0.448
H 0.791 2.969 -1.456 0.257
H 1.698 3.829 -0.101 0.429
H 0.140 3.694 -0.060 0.378
```

***

What is the stability order? It is P, Q, from most stable to least stable.

***

P.
# C3H12O2S

A cluster of 3 separate species, C3H12O2S in total (ωB97M-V/def2-TZVPD, the Open Molecules 2025 dataset).

Properties
Charge: 0
Highest occupied orbital energy, eV: -8.614
Structure (SMILES): CCSC.O.O
Spin multiplicity: 1
LUMO energy, eV: 0.60
Gap between HOMO and LUMO, eV: 9.21

```
18
Properties=species:S:1:pos:R:3:mulliken_charge:R:1
C 0.330 -1.267 -0.097 -0.833
C 1.010 -0.408 -1.140 -0.477
S 1.083 1.348 -0.672 -0.144
C 2.175 1.289 0.740 -0.843
H 0.098 -0.761 0.827 0.233
H 0.891 -2.175 0.108 0.304
H -0.657 -1.597 -0.415 0.258
H 0.454 -0.252 -2.059 0.286
H 2.000 -0.752 -1.447 0.387
H 2.951 2.075 0.798 0.334
H 1.681 1.345 1.713 0.263
H 2.745 0.376 0.735 0.279
O -2.134 0.952 1.342 -0.591
H -2.640 1.774 1.244 0.298
H -1.214 1.233 1.251 0.287
O -2.736 -1.420 -1.046 -0.658
H -2.768 -0.622 -1.588 0.309
H -3.270 -1.139 -0.293 0.309
```

***

Q.
# C3H12O2S

A cluster of 3 separate species, C3H12O2S in total (ωB97M-V/def2-TZVPD, the Open Molecules 2025 dataset).

Properties
Charge: 0
Highest occupied orbital energy, eV: -8.216
Structure (SMILES): CCSC.O.O
Spin multiplicity: 1
LUMO energy, eV: 0.62
Gap between HOMO and LUMO, eV: 8.84

```
18
Properties=species:S:1:pos:R:3:mulliken_charge:R:1
C 0.045 1.194 1.127 -1.295
C -0.042 0.712 -0.318 -0.421
S -1.670 0.073 -0.868 -0.085
C -2.641 -0.152 0.597 -0.675
H 1.029 1.632 1.236 0.323
H -0.715 1.916 1.356 0.389
H -0.241 0.429 1.763 0.454
H 0.339 1.463 -1.015 0.368
H 0.698 -0.141 -0.455 0.305
H -2.489 0.747 1.270 0.212
H -2.218 -1.150 1.099 0.192
H -3.707 -0.297 0.294 0.294
O 1.485 -1.808 0.595 -0.602
H 1.271 -2.611 1.118 0.299
H 0.556 -1.386 0.610 0.254
O 3.508 0.224 -0.703 -0.578
H 4.315 0.659 -0.974 0.289
H 3.762 -0.284 0.017 0.277
```

***

R.
# C3H12O2S

A cluster of 3 separate species, C3H12O2S in total (ωB97M-V/def2-TZVPD, the Open Molecules 2025 dataset).

Properties
Charge: 0
Highest occupied orbital energy, eV: -9.020
Structure (SMILES): CCCS.O.O
Spin multiplicity: 1
LUMO energy, eV: 0.31
Gap between HOMO and LUMO, eV: 9.33

```
18
Properties=species:S:1:pos:R:3:mulliken_charge:R:1
C -1.508 -0.874 -0.971 -0.916
C -1.281 0.492 -1.712 -0.440
C -0.025 1.252 -1.174 -0.486
S 0.108 2.989 -1.632 -0.247
H -2.204 -1.534 -1.603 0.299
H -0.708 -1.638 -1.001 0.199
H -1.808 -0.729 0.158 0.271
H -2.186 1.097 -1.630 0.346
H -0.822 0.348 -2.735 0.264
H -0.024 1.062 -0.055 0.277
H 0.848 0.716 -1.597 0.309
H 1.261 3.208 -0.838 0.136
O 1.800 1.383 4.129 -0.661
H 1.340 0.494 4.211 0.326
H 1.392 1.977 4.882 0.335
O 1.229 -3.797 0.491 -0.632
H 1.821 -3.115 -0.028 0.329
H 0.764 -3.333 1.104 0.291
```

***

What is the stability order? It is P, Q, R, from most stable to least stable.

***

P.
# C6H9N3O2S

An isolated molecule of C6H9N3O2S (ωB97M-V/def2-TZVPD, the Open Molecules 2025 dataset).

Properties
Charge: 0
Highest occupied orbital energy, eV: -7.794
Structure (SMILES): CS(=O)(=O)[C@H]1Cc2[nH]ncc2N1
Spin multiplicity: 1
LUMO energy, eV: 0.47
Gap between HOMO and LUMO, eV: 8.27

```
21
Properties=species:S:1:pos:R:3:mulliken_charge:R:1
C -0.547 0.593 2.877 -0.947
S -0.912 0.658 1.080 1.227
O -1.773 -0.423 0.741 -0.646
O -1.267 2.038 0.778 -0.716
C 0.624 0.409 -0.022 -0.247
C 0.550 -0.946 -0.694 -0.847
C -0.160 -0.634 -1.958 0.215
N -0.644 -1.192 -3.121 0.267
N -0.890 -0.193 -3.946 -0.838
C -0.501 0.968 -3.488 -0.819
C 0.033 0.686 -2.211 0.608
N 0.534 1.422 -1.126 -0.418
H -1.486 0.355 3.440 0.336
H 0.191 -0.233 3.031 0.310
H 0.103 1.452 3.030 0.348
H 1.426 0.461 0.668 0.503
H -0.120 -1.634 -0.243 0.348
H 1.549 -1.384 -0.774 0.355
H -1.007 -2.045 -3.343 0.184
H -0.599 1.902 -4.018 0.437
H 0.210 2.381 -0.905 0.339
```

***

Q.
# C6H9N3O2S

A structure of composition C6H9N3O2S (ωB97M-V/def2-TZVPD, the Open Molecules 2025 dataset).

Properties
Charge: 0
Highest occupied orbital energy, eV: -7.998
Spin multiplicity: 1
LUMO energy, eV: 0.55
Gap between HOMO and LUMO, eV: 8.55

```
21
Properties=species:S:1:pos:R:3:mulliken_charge:R:1
C 0.015 0.565 -1.716 0.535
C -0.478 0.240 -0.311 0.544
C 0.832 -1.828 -0.204 -0.671
C 1.923 -1.591 0.795 -0.391
C 0.377 -1.058 2.495 -0.476
C -0.786 -1.284 1.529 -0.732
H -0.242 2.343 -2.774 0.270
H 0.484 -2.900 -0.263 0.268
H 1.152 -1.499 -1.182 0.372
H 2.795 -2.289 0.717 0.324
H 2.296 -0.545 0.678 0.278
H 0.633 0.013 2.502 0.308
H 0.093 -1.265 3.514 0.389
H -1.093 -2.326 1.571 0.329
H -1.676 -0.661 1.713 0.447
N -0.281 1.899 -1.886 -0.203
N -1.133 1.167 0.303 -0.561
N -0.352 -1.049 0.172 0.027
O 0.534 -0.189 -2.490 -0.654
O 1.472 -1.822 2.116 -0.407
S -1.215 2.552 -0.571 0.004
```

***

What is the stability order? It is Q, P, from most stable to least stable.

***

P.
# C29H22I2N5O6Ti

A structure of composition C29H22I2N5O6Ti (ωB97M-V/def2-TZVPD, the Open Molecules 2025 dataset).

Properties
Charge: 0
Highest occupied orbital energy (alpha / beta), eV: -6.751 / -7.564
Spin multiplicity: 2
Expectation value of S²: 0.76
LUMO energy (alpha / beta), eV: -0.55 / -0.67
Gap between HOMO and LUMO (alpha / beta), eV: 6.20 / 6.89

```
65
Properties=species:S:1:pos:R:3:mulliken_charge:R:1
Ti -0.319 0.278 -0.347 -0.544
O -2.583 -3.540 1.305 -0.526
C -2.182 -2.348 0.831 0.083
O -2.053 -1.390 1.541 -0.397
C -2.020 -2.316 -0.639 0.714
C -2.343 -3.404 -1.441 -0.843
C -2.304 -3.268 -2.816 -0.777
C -2.039 -2.011 -3.323 -0.650
C -1.732 -0.976 -2.459 0.532
N -1.616 -1.137 -1.125 0.882
C -1.513 0.449 -2.909 0.101
O -1.624 0.794 -4.069 -0.750
O -1.259 1.206 -1.905 -0.323
H -2.683 -3.435 2.266 0.381
H -2.634 -4.331 -0.971 0.573
H -2.524 -4.104 -3.463 0.483
H -2.071 -1.789 -4.381 0.572
I -0.297 3.438 6.842 0.042
C -0.083 2.466 5.014 -0.594
C 1.137 1.915 4.667 -0.095
C 1.277 1.276 3.443 -0.318
I 3.124 0.522 2.893 -0.038
C 0.200 1.162 2.552 -0.546
O 0.377 0.578 1.405 1.256
C -1.032 1.751 2.913 1.291
C -2.226 1.648 2.004 -1.706
N -1.912 1.762 0.572 0.124
C -1.607 3.137 0.158 -1.179
C -0.133 3.413 0.204 0.858
C 0.403 4.581 0.729 -1.098
C 1.774 4.770 0.666 -0.408
C 2.562 3.791 0.085 -0.964
C 1.946 2.645 -0.400 -0.202
N 0.632 2.468 -0.342 0.332
C -1.157 2.390 4.136 -0.714
H 1.984 1.990 5.335 0.392
H -2.714 0.685 2.145 0.401
H -2.937 2.435 2.294 0.398
H -2.720 1.457 0.041 0.362
H -1.920 3.234 -0.883 0.411
H -2.161 3.865 0.762 0.424
H -0.247 5.315 1.183 0.460
H 2.224 5.665 1.074 0.408
H 3.636 3.893 0.023 0.452
H 2.504 1.825 -0.836 0.478
H -2.104 2.842 4.402 0.453
O 1.133 -0.014 -1.539 0.245
C 1.502 -0.997 -2.333 0.462
C 1.717 -0.744 -3.699 -0.379
C 2.093 -1.775 -4.539 -0.656
C 2.266 -3.068 -4.051 -0.919
C 2.059 -3.326 -2.710 -0.969
C 1.679 -2.306 -1.834 0.552
C 1.473 -2.540 -0.415 -0.152
N 0.708 -1.823 0.384 0.799
C 0.852 -2.360 1.641 -1.033
C 1.701 -3.419 1.597 -1.136
N 2.088 -3.529 0.283 -0.020
H 1.549 0.260 -4.065 0.495
H 2.242 -1.573 -5.593 0.429
H 2.549 -3.872 -4.717 0.407
H 2.164 -4.342 -2.343 0.417
H 0.348 -1.933 2.489 0.562
H 2.074 -4.077 2.360 0.468
H 2.774 -4.160 -0.091 0.237
```

***

Q.
# C29H22I2N5O6Ti

A structure of composition C29H22I2N5O6Ti (ωB97M-V/def2-TZVPD, the Open Molecules 2025 dataset).

Properties
Charge: 0
Highest occupied orbital energy (alpha / beta), eV: -6.246 / -8.168
Spin multiplicity: 2
Expectation value of S²: 0.76
LUMO energy (alpha / beta), eV: -0.12 / -0.52
Gap between HOMO and LUMO (alpha / beta), eV: 6.13 / 7.64

```
65
Properties=species:S:1:pos:R:3:mulliken_charge:R:1
Ti -0.049 0.833 -0.409 -0.458
O 3.535 0.292 -2.438 -0.544
C 2.570 0.419 -1.515 -0.026
O 1.351 0.498 -1.872 -0.226
C 2.867 0.416 -0.141 0.530
C 4.104 0.350 0.544 -0.829
C 4.103 0.402 1.909 -0.482
C 2.885 0.549 2.626 -0.808
C 1.728 0.609 1.902 0.478
N 1.714 0.506 0.571 1.225
C 0.338 0.831 2.428 0.268
O 0.021 0.703 3.585 -0.682
O -0.484 1.148 1.440 -0.637
H 3.102 0.321 -3.304 0.378
H 5.026 0.268 -0.014 0.565
H 5.039 0.353 2.448 0.457
H 2.849 0.625 3.703 0.595
I -4.142 -5.970 -1.584 0.078
C -3.050 -4.224 -1.305 -0.640
C -2.398 -3.644 -2.375 -0.235
C -1.656 -2.481 -2.182 0.878
I -0.718 -1.638 -3.826 0.045
C -1.573 -1.896 -0.917 -1.156
O -0.882 -0.782 -0.705 1.104
C -2.225 -2.506 0.175 0.566
C -2.022 -1.994 1.579 -1.636
N -0.632 -2.097 1.967 0.186
C -0.078 -3.429 1.911 -1.345
C 0.501 -3.742 0.537 0.834
C 0.187 -4.927 -0.118 -0.760
C 0.695 -5.151 -1.388 -0.438
C 1.513 -4.190 -1.954 -0.848
C 1.793 -3.053 -1.210 -0.027
N 1.305 -2.823 0.003 -0.155
C -2.961 -3.659 -0.039 -0.716
H -2.455 -4.085 -3.360 0.465
H -2.331 -0.953 1.696 0.308
H -2.685 -2.609 2.216 0.431
H -0.442 -1.588 2.816 0.309
H 0.706 -3.543 2.662 0.483
H -0.840 -4.193 2.136 0.341
H -0.480 -5.640 0.350 0.374
H 0.444 -6.055 -1.928 0.418
H 1.925 -4.312 -2.946 0.443
H 2.447 -2.286 -1.613 0.325
H -3.443 -4.136 0.805 0.433
O 0.469 2.665 -0.658 -0.109
C -0.067 3.819 -0.310 0.372
C 0.738 4.827 0.234 -0.484
C 0.183 6.039 0.588 -0.613
C -1.180 6.280 0.419 -0.824
C -1.980 5.292 -0.117 -0.779
C -1.439 4.060 -0.494 0.324
C -2.251 3.010 -1.087 0.381
N -1.912 1.735 -1.214 0.684
C -2.971 1.092 -1.818 -0.578
C -3.956 1.988 -2.067 -0.954
N -3.488 3.197 -1.597 -0.087
H 1.791 4.620 0.369 0.511
H 0.815 6.809 1.012 0.418
H -1.611 7.226 0.716 0.403
H -3.044 5.475 -0.214 0.353
H -2.942 0.039 -2.031 0.493
H -4.921 1.889 -2.527 0.432
H -3.962 4.080 -1.661 0.188
```

***

What is the stability order? It is P, Q, from most stable to least stable.